(1)
An isolated molecule of C4H6N2O, computed with ωB97M-V/def2-TZVPD.

Geometry (Å):
N -0.127 -1.628 -1.181
C -0.218 -0.499 -0.308
C -1.215 0.528 -0.214
C -0.710 1.525 0.574
N 0.546 1.137 1.000
C 0.828 -0.092 0.482
O 2.011 -0.682 0.779
H 0.116 -1.270 -2.104
H -1.030 -2.085 -1.277
H -2.200 0.499 -0.667
H -1.117 2.489 0.845
H 1.214 1.700 1.502
H 1.903 -1.621 0.569

HOMO level = -7.594 eV
calculated total energy = -340.7593 Eh
F_max = 0.40 eV/Å
multiplicity = 1
Kohn-Sham gap = 8.55 eV
structure (SMILES) = Nc1cc[nH]c1O

natural (NBO) atomic charge list, values in e, 4 entries:
1. N -0.84
2. C -0.05
3. C -0.31
4. C -0.09

***

(2)
An isolated molecule of C4H6N2O, computed with ωB97M-V/def2-TZVPD.

Geometry (Å):
H 0.607 2.319 -0.704
N 0.613 1.366 -0.353
C 0.215 0.494 -1.185
C 0.158 -0.938 -0.740
C 0.082 -1.078 0.790
N -0.901 -0.208 1.403
C -0.930 1.009 1.464
O -1.138 2.152 1.622
H -0.059 0.717 -2.222
H 1.108 -1.354 -1.094
H -0.638 -1.496 -1.249
H -0.187 -2.105 1.053
H 1.070 -0.878 1.214

HOMO level = -9.888 eV
calculated total energy = -340.7520 Eh
F_max = 0.66 eV/Å
multiplicity = 1
Kohn-Sham gap = 10.77 eV
structure (SMILES) = [H]/N=C/CCN=C=O

natural (NBO) atomic charge list, values in e, 4 entries:
1. H 0.36
2. N -0.64
3. C 0.16
4. C -0.48

***

(3)
An isolated molecule of C4H6N2O, computed with ωB97M-V/def2-TZVPD.

Geometry (Å):
C -1.804 -1.276 0.629
C -0.665 -0.580 0.250
N -0.290 -0.470 -1.055
C 0.743 0.475 -1.225
C 1.077 0.868 0.025
O 2.050 1.657 0.533
N 0.220 0.252 0.923
H -1.872 -2.352 0.577
H -2.488 -0.789 1.295
H -1.055 -0.768 -1.633
H 1.164 0.764 -2.177
H 2.587 2.011 -0.188
H 0.354 0.248 1.922

HOMO level = -6.383 eV
calculated total energy = -340.6955 Eh
F_max = 0.95 eV/Å
multiplicity = 1
Kohn-Sham gap = 6.86 eV
structure (SMILES) = C=C1NC=C(O)N1

natural (NBO) atomic charge list, values in e, 4 entries:
1. C -0.87
2. C 0.43
3. N -0.55
4. C -0.22

***

(4)
An isolated molecule of C4H6N2O at a distorted geometry, computed with ωB97M-V/def2-TZVPD.

Geometry (Å):
C -2.164 0.146 -0.245
C -0.711 -0.095 0.342
N -0.267 -1.418 0.205
C 0.904 -1.393 -0.177
N 1.403 -0.134 -0.218
C 0.500 0.789 -0.004
O 0.633 1.967 0.090
H -2.163 -0.380 -1.220
H -3.082 -0.203 0.319
H -2.279 1.243 -0.490
H -0.712 -0.147 1.423
H 1.654 -2.174 0.091
H 2.399 0.105 -0.253

HOMO level = -9.536 eV
calculated total energy = -340.7387 Eh
F_max = 5.16 eV/Å
multiplicity = 1
Kohn-Sham gap = 10.29 eV
structure (SMILES) = C[C@H]1N=CNC1=O

natural (NBO) atomic charge list, values in e, 4 entries:
1. C -0.61
2. C -0.19
3. N -0.41
4. C 0.23

***

(5)
An isolated molecule of C4H6N2O at a distorted geometry, computed with ωB97M-V/def2-TZVPD.

Geometry (Å):
N -2.568 -0.231 -0.048
N -1.592 0.724 0.091
C -0.393 0.331 0.250
C 0.694 1.357 0.034
C 1.719 0.430 -0.139
C 1.296 -0.954 0.057
O -0.063 -1.076 0.073
H -3.637 0.190 0.199
H -2.194 -1.018 -0.754
H 0.938 2.425 -0.138
H 2.682 0.706 -0.184
H 1.651 -1.141 1.120
H 1.467 -1.744 -0.562

HOMO level = -7.596 eV
calculated total energy = -340.5976 Eh
F_max = 6.20 eV/Å
multiplicity = 1
Kohn-Sham gap = 8.49 eV
structure (SMILES) = N/N=C1/C=CCO1

natural (NBO) atomic charge list, values in e, 4 entries:
1. N -0.72
2. N -0.29
3. C 0.41
4. C -0.25

***

(6)
An isolated molecule of C4H6N2O, computed with ωB97M-V/def2-TZVPD.

Geometry (Å):
C -1.419 0.850 1.126
C -0.293 -0.113 0.775
N -0.696 -1.064 -0.263
C 0.237 -1.005 -1.132
C 1.270 -0.030 -0.705
O 2.407 0.229 -1.368
N 0.948 0.533 0.390
H -2.031 1.089 0.255
H -1.017 1.776 1.536
H -2.076 0.403 1.874
H -0.048 -0.694 1.673
H 0.237 -1.600 -2.044
H 2.480 -0.376 -2.116

HOMO level = -10.199 eV
calculated total energy = -340.7538 Eh
F_max = 0.51 eV/Å
multiplicity = 1
Kohn-Sham gap = 10.72 eV
structure (SMILES) = C[C@H]1N=CC(O)=N1

natural (NBO) atomic charge list, values in e, 4 entries:
1. C -0.61
2. C 0.03
3. N -0.34
4. C -0.03

***

Please write out number 6 again, unchanged.
An isolated molecule of C4H6N2O, computed with ωB97M-V/def2-TZVPD.

Geometry (Å):
C -1.419 0.850 1.126
C -0.293 -0.113 0.775
N -0.696 -1.064 -0.263
C 0.237 -1.005 -1.132
C 1.270 -0.030 -0.705
O 2.407 0.229 -1.368
N 0.948 0.533 0.390
H -2.031 1.089 0.255
H -1.017 1.776 1.536
H -2.076 0.403 1.874
H -0.048 -0.694 1.673
H 0.237 -1.600 -2.044
H 2.480 -0.376 -2.116

HOMO level = -10.199 eV
calculated total energy = -340.7538 Eh
F_max = 0.51 eV/Å
multiplicity = 1
Kohn-Sham gap = 10.72 eV
structure (SMILES) = C[C@H]1N=CC(O)=N1

natural (NBO) atomic charge list, values in e, 4 entries:
1. C -0.61
2. C 0.03
3. N -0.34
4. C -0.03